# 1
This record from OMol25 describes a cluster of 2 separate species, CH7PSi in total in a non-equilibrium geometry. The level of theory is ωB97M-V with the def2-TZVPD basis set.

```
10
Properties=species:S:1:pos:R:3:forces:R:3
P 0.53162 0.69654 -1.61401 -1.4 -0.2 1.3
Si -1.97689 -1.07663 0.54294 0.7 0.3 1.6
C 1.74514 0.83825 -0.23363 0.6 -2.9 1.0
H -1.31581 -1.83015 -0.47651 -0.4 -0.4 -1.0
H -0.67725 0.77026 -0.68964 1.1 0.1 -1.1
H 1.32556 1.01631 0.78068 0.3 0.2 -0.9
H -1.25879 -1.53682 1.80728 -0.8 0.5 -0.4
H -3.27593 -0.33333 0.58202 0.5 -0.6 -0.2
H 2.46758 -0.08977 -0.11470 -1.7 1.4 -0.4
H 2.43475 1.54533 -0.58443 1.0 1.6 0.0
```
Positions in Å, forces in eV/Å.

Summary:
E_tot = -18312.1705 eV
Molar mass = 78.1 g/mol
Spin multiplicity = 1
HOMO (alpha / beta) = -7.03 / -8.19 eV
LUMO energy (alpha / beta) = -0.789 / -0.595 eV

natural (NBO) population analysis, charges in e, atoms 1 to 2: atom 1 (P): 0.341, atom 2 (Si): 0.419

=====

# 2
This record from OMol25 describes a cluster of 2 separate species, CH8BN3 in total in a non-equilibrium geometry. The level of theory is ωB97M-V with the def2-TZVPD basis set.

```
13
Properties=species:S:1:pos:R:3:forces:R:3
N -0.55402 -1.45699 -0.15703 -0.9 1.7 0.6
N 0.30079 0.82359 -0.80100 4.2 0.2 0.7
N -1.85615 0.58125 0.28516 -2.0 0.0 1.2
C 2.04925 0.19793 0.37180 -4.8 -1.2 -2.8
B -0.67199 0.04068 -0.21131 -0.9 -2.7 0.2
H 0.21451 1.80563 -0.55848 0.3 0.0 0.0
H 0.19998 -1.80205 -0.67303 1.2 -0.6 -1.0
H -1.37199 -2.01396 -0.36221 0.0 0.1 0.2
H 1.33474 -0.50243 0.92861 1.7 1.7 0.2
H -1.96871 1.55286 0.59837 -0.1 -1.1 -0.3
H 2.30609 1.22165 0.34538 0.3 0.8 1.4
H -2.52823 -0.12071 0.65292 0.5 1.4 -0.2
H 2.54573 -0.32747 -0.41918 0.4 -0.3 -0.2
```
Positions in Å, forces in eV/Å.

Summary:
E_tot = -6313.0443 eV
Molar mass = 72.9 g/mol
Spin multiplicity = 1
HOMO = -8.99 eV
LUMO energy = 0.054 eV

natural (NBO) population analysis, charges in e, atoms 1 to 2: atom 1 (N): -1.094, atom 2 (N): -0.896

=====

# 3
This record from OMol25 describes an isolated molecule of CH8BrNSi2 in a non-equilibrium geometry. The level of theory is ωB97M-V with the def2-TZVPD basis set.

```
13
Properties=species:S:1:pos:R:3:forces:R:3
Br 2.65147 0.19509 0.04789 0.3 0.1 0.0
Si -0.48352 1.47514 0.62992 0.0 0.8 -0.7
Si -0.69278 -1.51141 0.44223 -1.2 -0.8 -1.5
N -0.19027 -0.02114 -0.28360 0.6 1.2 2.2
C 1.03500 0.05788 -1.00512 -0.8 -3.6 -3.4
H 0.96262 0.82439 -1.79864 0.5 0.1 0.8
H -2.26805 -1.45589 0.14686 1.7 -0.4 0.7
H -1.92240 1.52082 1.00584 0.3 -0.3 0.4
H -0.35391 -1.96137 1.83231 -0.2 0.5 -0.2
H 1.11461 -1.01647 -1.68765 0.1 2.9 2.1
H 0.51744 1.90666 1.79661 -1.2 -0.6 -1.3
H -0.48773 2.31042 -0.60899 0.4 0.7 0.6
H 0.11751 -2.32413 -0.51766 -0.6 -0.6 0.4
```
Positions in Å, forces in eV/Å.

Summary:
E_tot = -88453.3675 eV
Molar mass = 170.2 g/mol
Spin multiplicity = 1
HOMO = -9.88 eV
SMILES = [SiH3]N([SiH3])CBr
LUMO energy = 0.718 eV

natural (NBO) population analysis, charges in e, atoms 1 to 2: atom 1 (Br): -0.014, atom 2 (Si): 1.004

=====

# 4
This record from OMol25 describes a structure of composition CH8F3K2O7S in a non-equilibrium geometry. The level of theory is ωB97M-V with the def2-TZVPD basis set.

```
22
Properties=species:S:1:pos:R:3:forces:R:3
K 3.06916 3.68177 2.61461 -0.1 -0.2 -0.2
K -6.43532 3.46979 1.05349 0.1 -0.2 0.0
S -0.79548 -0.22844 0.80411 -2.1 -1.0 -0.1
F -0.80949 0.32941 -1.84077 0.7 -0.4 0.2
F 0.81053 1.25558 -0.74309 0.4 -0.3 -0.3
F 0.94595 -0.93779 -1.21800 -1.4 2.1 0.4
O -1.58312 -1.42226 0.53286 0.4 0.7 -0.5
O -1.62931 0.96172 1.05418 1.1 -0.2 -0.6
O -1.29129 -1.50171 -6.56310 -0.1 -0.1 0.1
O 5.44431 4.93463 -1.48253 -0.2 0.0 0.4
O 0.23066 -0.47625 1.77960 1.2 0.8 0.1
O -5.44496 -4.42993 1.81911 -0.3 0.0 0.1
O 2.84302 -1.84684 5.93967 0.2 -0.1 0.0
C 0.09411 0.12156 -0.86879 -0.2 -1.3 1.0
H -1.40606 -1.31617 -7.49510 0.0 0.0 -0.3
H 5.72014 5.57254 -2.14071 0.1 0.2 -0.1
H 2.25825 -1.53936 5.24704 -0.2 -0.1 -0.3
H 5.63906 4.08414 -1.87619 0.1 -0.2 -0.1
H 2.96989 -1.08350 6.50309 0.0 0.1 0.2
H -0.78676 -0.75917 -6.23093 0.1 0.2 0.2
H -4.90645 -3.67822 1.57178 0.2 0.2 -0.1
H -4.93684 -5.19149 1.53967 0.1 -0.2 -0.1
```
Positions in Å, forces in eV/Å.

Summary:
E_tot = -67130.9444 eV
Molar mass = 299.3 g/mol
Spin multiplicity = 1
HOMO = -10.13 eV
Total charge = +1
LUMO energy = -4.137 eV

natural (NBO) population analysis, charges in e, atoms 1 to 2: atom 1 (K): 0.998, atom 2 (K): 1.000

=====

# 5
This record from OMol25 describes an isolated molecule of CH8N2OSi in a non-equilibrium geometry. The level of theory is ωB97M-V with the def2-TZVPD basis set.

```
13
Properties=species:S:1:pos:R:3:forces:R:3
Si -0.19128 0.08203 -0.29418 2.0 1.4 1.8
O -0.66499 0.10703 -1.84961 -0.2 0.1 -0.3
N -1.68058 0.20858 0.57819 0.3 0.0 -0.3
N 1.06348 1.47894 0.03324 -1.9 -2.2 -1.0
C 0.76119 -1.43250 0.31358 -0.4 0.4 -0.5
H 0.20334 -2.35323 0.16522 -0.1 -0.1 0.0
H -0.14216 -0.33669 -2.51132 0.2 -0.1 -0.2
H 0.74915 2.36492 -0.32955 0.0 0.3 0.0
H 1.71918 -1.52491 -0.19092 0.1 0.0 -0.1
H 0.96577 -1.34241 1.37617 0.0 0.1 0.2
H 1.27852 1.58506 1.01004 0.1 0.0 0.3
H -1.62374 0.44881 1.55338 0.0 0.0 0.2
H -2.43789 0.71437 0.14576 -0.1 0.0 -0.1
```
Positions in Å, forces in eV/Å.

Summary:
E_tot = -14075.4656 eV
Molar mass = 92.2 g/mol
Spin multiplicity = 1
HOMO = -9.08 eV
SMILES = C[Si](N)(N)O
LUMO energy = 0.628 eV

natural (NBO) population analysis, charges in e, atoms 1 to 2: atom 1 (Si): 2.078, atom 2 (O): -1.091

=====

# 6
This record from OMol25 describes a cluster of 2 separate species, CH8N2S in total in a non-equilibrium geometry. The level of theory is ωB97M-V with the def2-TZVPD basis set.

```
12
Properties=species:S:1:pos:R:3:forces:R:3
S 1.03383 -2.80260 2.74104 0.5 -0.1 0.6
N -0.28729 2.72672 -0.88877 -0.9 -0.8 -0.5
N -0.58595 1.27727 -2.86707 -0.4 0.4 -0.5
C -1.24772 1.88675 -1.70620 1.5 0.3 1.1
H -1.49992 1.04294 -1.05979 -0.7 0.3 0.0
H 0.84590 -3.93429 2.06257 0.1 -0.6 -0.1
H -1.16137 1.37922 -3.69510 -0.3 -0.2 0.0
H 0.22039 1.82027 -3.11637 0.6 0.2 0.1
H 0.60972 2.73196 -1.35880 0.1 -0.1 0.2
H -0.18456 2.20133 -0.02393 0.5 0.2 0.0
H 0.16527 -2.21205 1.93439 -0.6 0.7 -0.5
H -2.07214 2.55867 -1.92903 -0.4 -0.4 -0.4
```
Positions in Å, forces in eV/Å.

Summary:
E_tot = -14980.2784 eV
Molar mass = 80.2 g/mol
Spin multiplicity = 2
HOMO (alpha / beta) = 1.20 / -5.64 eV
Total charge = -1
LUMO energy (alpha / beta) = 3.763 / 3.849 eV

natural (NBO) population analysis, charges in e, atoms 1 to 2: atom 1 (S): -0.745, atom 2 (N): -0.881

=====

# 7
This record from OMol25 describes a cluster of 2 separate species, CH8N2S2 in total. The level of theory is ωB97M-V with the def2-TZVPD basis set.

```
13
Properties=species:S:1:pos:R:3:forces:R:3
S -2.97009 0.00548 -2.15897 0.3 0.2 0.3
S -1.84195 1.23927 -0.93734 -0.4 0.3 -0.4
N 1.72247 0.77739 -0.14160 0.1 -0.4 0.0
N 0.01387 -0.76352 0.73714 0.5 0.0 0.1
C 1.18134 0.12185 1.01868 -0.8 -0.2 0.4
H 0.29342 -1.42309 0.01649 -0.1 -0.1 0.0
H 2.25859 0.10826 -0.68156 0.0 0.1 -0.1
H 1.94191 -0.45296 1.54576 0.4 0.2 -0.1
H 0.96043 1.10146 -0.72730 0.0 0.1 0.0
H -2.06885 -0.98588 -2.22194 -0.1 -0.1 -0.1
H 0.80100 0.86722 1.71840 0.1 0.2 0.0
H -2.14061 0.71720 0.25654 0.0 -0.2 0.0
H -0.15153 -1.31267 1.57572 -0.1 -0.1 -0.1
```
Positions in Å, forces in eV/Å.

Summary:
E_tot = -25817.0817 eV
Molar mass = 112.2 g/mol
Spin multiplicity = 1
HOMO = -9.03 eV
SMILES = NCN.SS
LUMO energy = 0.455 eV

natural (NBO) population analysis, charges in e, atoms 1 to 2: atom 1 (S): -0.122, atom 2 (S): -0.139

=====

# 8
This record from OMol25 describes a cluster of 2 separate species, CH8N2Si in total in a non-equilibrium geometry. The level of theory is ωB97M-V with the def2-TZVPD basis set.

```
12
Properties=species:S:1:pos:R:3:forces:R:3
Si -1.00983 -0.33046 1.00968 0.4 2.1 1.1
N 0.66619 -0.36854 0.54676 1.7 -1.5 0.5
N 1.30903 2.59136 -0.98296 -0.7 -2.3 0.2
C -1.75250 -1.69407 0.09029 -2.8 -0.1 0.1
H 0.93297 1.58661 -0.99316 0.2 1.8 -0.2
H 0.96200 2.93382 -0.10194 -0.8 0.5 0.3
H -1.79433 -2.54432 0.72704 0.0 -1.0 0.9
H -1.14892 -1.96398 -0.69506 1.3 -0.8 -2.3
H 2.23070 2.36992 -0.66037 1.3 0.1 -0.3
H 1.30550 0.32331 1.08116 -1.2 -2.0 -1.4
H 1.13817 -1.31854 0.21907 -0.9 3.0 0.8
H -2.83898 -1.58511 -0.24050 1.5 0.2 0.3
```
Positions in Å, forces in eV/Å.

Summary:
E_tot = -12023.5840 eV
Molar mass = 76.2 g/mol
Spin multiplicity = 1
HOMO = -8.09 eV
LUMO energy = 0.507 eV

natural (NBO) population analysis, charges in e, atoms 1 to 2: atom 1 (Si): 1.044, atom 2 (N): -1.364

=====

# 9
This record from OMol25 describes a cluster of 2 separate species, CH8N3OP in total in a non-equilibrium geometry. The level of theory is ωB97M-V with the def2-TZVPD basis set.

```
14
Properties=species:S:1:pos:R:3:forces:R:3
P 1.45414 -0.29559 -0.05041 -0.6 0.6 -1.4
O 2.02388 -1.64537 -0.02080 0.7 -0.6 0.7
N -1.45594 -0.15257 1.12741 2.1 0.2 2.1
N 2.23666 0.92287 0.76439 -1.6 0.2 -1.2
N 1.39756 0.29425 -1.68856 -0.8 -1.2 -0.3
C -2.48720 -0.17091 0.23131 -3.3 -4.2 1.4
H -2.43356 0.49886 -0.51982 0.4 2.6 -2.3
H 2.99342 0.61022 1.29393 1.4 0.2 1.1
H 1.44481 -0.50074 -2.41439 -0.2 1.5 1.7
H -1.52971 -0.90980 1.84530 0.0 0.6 -1.0
H 2.00657 1.90283 0.57131 0.6 -0.8 0.4
H -2.60600 -1.20575 -0.27992 -0.1 1.2 0.7
H -3.48613 -0.00903 0.81919 1.3 -0.3 -1.0
H 0.44150 0.66073 -1.67894 0.2 0.2 -0.9
```
Positions in Å, forces in eV/Å.

Summary:
E_tot = -16971.0667 eV
Molar mass = 109.1 g/mol
Spin multiplicity = 1
HOMO (alpha / beta) = -7.57 / -9.62 eV
LUMO energy (alpha / beta) = -0.266 / -0.336 eV

natural (NBO) population analysis, charges in e, atoms 1 to 2: atom 1 (P): 1.874, atom 2 (O): -1.060

=====

# 10
This record from OMol25 describes a cluster of 2 separate species, CH8N4O in total in a non-equilibrium geometry. The level of theory is ωB97M-V with the def2-TZVPD basis set.

```
14
Properties=species:S:1:pos:R:3:forces:R:3
O -0.65496 -0.47727 -0.14312 1.0 -0.8 0.9
N 0.83283 0.81321 -0.50205 0.8 0.2 1.1
N 2.21260 -0.99705 -0.25764 -0.7 -0.3 -0.3
N 0.29762 1.87281 0.11006 -0.6 -0.1 0.2
N 1.61696 0.12910 0.32848 -0.8 0.1 -1.2
C -2.00378 -0.69042 0.09576 -0.1 0.1 -0.6
H -2.63679 0.17106 -0.18715 -0.1 -0.1 0.0
H 2.76523 -0.65801 -1.04089 0.0 -0.1 0.1
H 1.22582 -0.13466 1.23541 -0.1 0.4 -0.1
H -0.18762 2.44232 -0.57069 -0.1 -0.2 0.1
H -2.35530 -1.57788 -0.45401 -0.2 0.2 -0.1
H -2.18965 -0.90651 1.16234 0.0 0.2 -0.1
H 1.40826 -1.52442 -0.63308 0.5 0.0 0.1
H -0.33122 1.53772 0.85658 0.4 0.5 -0.2
```
Positions in Å, forces in eV/Å.

Summary:
E_tot = -9169.2602 eV
Molar mass = 92.1 g/mol
Spin multiplicity = 1
HOMO (alpha / beta) = -8.34 / -8.34 eV
LUMO energy (alpha / beta) = -0.200 / -0.200 eV

natural (NBO) population analysis, charges in e, atoms 1 to 2: atom 1 (O): -0.844, atom 2 (N): 0.203

=====

# 11
This record from OMol25 describes a cluster of 2 separate species, CH8N4O in total in a non-equilibrium geometry. The level of theory is ωB97M-V with the def2-TZVPD basis set.

```
14
Properties=species:S:1:pos:R:3:forces:R:3
O 0.86535 -1.06184 -1.09336 -0.2 0.7 0.7
N 1.07796 1.23278 -0.73347 -0.1 -1.0 0.4
N -1.94287 -0.96108 0.38169 1.2 0.6 0.3
N -1.61478 0.24063 -0.31405 -0.6 2.5 -1.9
N 1.35369 -0.32468 1.02382 -0.7 0.0 -0.2
C 0.99395 -0.14777 -0.30185 2.2 0.6 -1.1
H 1.32145 1.31917 -1.70958 -0.1 -0.2 0.0
H 1.16250 0.41074 1.68515 0.0 0.1 -0.1
H -1.30797 -1.71046 0.10213 0.2 0.1 0.2
H 1.14871 -1.24403 1.38219 0.0 -0.1 -0.1
H -0.80937 1.00019 -0.40076 -1.7 -3.1 1.2
H -2.03497 0.16710 -1.23795 0.1 0.2 0.5
H -1.83315 -0.78295 1.37632 -0.1 -0.2 -0.2
H 1.61950 1.86220 -0.16027 0.1 -0.2 0.1
```
Positions in Å, forces in eV/Å.

Summary:
E_tot = -9173.4746 eV
Molar mass = 92.1 g/mol
Spin multiplicity = 1
HOMO = -7.90 eV
SMILES = NC(N)=O.NN
LUMO energy = 0.621 eV

natural (NBO) population analysis, charges in e, atoms 1 to 2: atom 1 (O): -0.623, atom 2 (N): -0.893

=====

# 12
This record from OMol25 describes a cluster of 2 separate species, CH8N4P in total in a non-equilibrium geometry. The level of theory is ωB97M-V with the def2-TZVPD basis set.

```
14
Properties=species:S:1:pos:R:3:forces:R:3
P -0.06129 1.69634 0.42384 -0.3 -0.4 1.1
N 3.51496 0.24808 -0.02481 -0.5 2.2 0.4
N 3.80811 -0.99271 0.07615 2.2 -0.3 0.8
N -2.63827 -0.40554 -0.15604 -2.8 3.5 2.4
N 2.36442 0.57010 -0.29879 1.3 -0.6 0.8
C 1.32982 1.19023 -0.64230 -0.3 -0.4 -2.6
H 1.37473 1.35500 -1.78694 -0.7 0.1 1.7
H 3.00123 -1.57007 -0.06957 0.4 -1.5 0.3
H 0.43898 1.00004 1.58825 -0.1 0.4 -0.5
H -3.23955 -0.88381 0.52368 0.3 0.5 -0.3
H -3.23035 0.27613 -0.69781 1.0 -1.5 0.4
H -1.20243 0.67942 0.23072 1.0 0.5 -0.4
H 4.79519 -1.18084 0.51328 -2.9 0.1 -1.3
H -2.18995 -1.07839 -0.63729 1.5 -2.5 -2.7
```
Positions in Å, forces in eV/Å.

Summary:
E_tot = -16405.1044 eV
Molar mass = 107.1 g/mol
Spin multiplicity = 1
HOMO = -12.95 eV
Total charge = +1
LUMO energy = -4.415 eV

natural (NBO) population analysis, charges in e, atoms 1 to 2: atom 1 (P): 0.251, atom 2 (N): 0.151